A single C6H10N4O molecule in a non-equilibrium geometry, computed with wB97M-V/def2-TZVPD.

Summary:
- highest occupied orbital energy (spin up / spin down) (eV) = -8.315 / -8.076
- relative energy (zero: lowest compared OMol25 entry of this formula, charge and spin) (kJ/mol) = 540.62
- orbital gap (spin up / spin down) (eV) = 7.119 / 8.108
- largest force on an atom (Eh/bohr) = 0.06601
- energy (eV) = -14386.022

The geometry in XYZ format:
```
21
Properties=species:S:1:pos:R:3:forces:R:3
C 0.4340 -2.2422 -0.3409 0.509 0.166 -0.124
C 0.2689 -1.2189 0.6437 -0.639 -2.390 -1.256
C -0.9474 -0.6278 0.1268 -1.597 1.848 1.329
C -1.6629 0.5748 0.7624 0.531 -0.690 0.355
C -0.6580 1.8189 0.7717 -2.967 -0.282 -1.625
C 1.0370 0.6072 -1.9512 -0.011 -2.532 1.525
N -0.4985 -2.2195 -1.2834 0.834 0.533 0.486
N -1.3333 -1.1122 -1.0369 0.338 -0.723 1.684
N 0.0341 1.8964 -0.4161 0.301 0.786 -1.781
N 1.0074 -1.0393 1.7779 -0.171 1.122 -0.468
O 0.7783 0.8033 -0.5658 0.903 1.022 0.874
H 1.2876 -2.9016 -0.3654 -0.166 -0.420 -0.151
H -2.6091 0.6476 0.2058 0.424 0.644 0.214
H -1.8820 0.5001 1.8725 0.000 -0.605 -1.285
H -1.2181 2.7527 0.8005 0.080 -0.040 0.732
H -0.0455 1.6164 1.5679 1.671 0.068 2.390
H 0.4281 -0.3118 -2.0975 0.321 0.886 -1.239
H 2.0779 0.3622 -2.0141 0.631 0.006 -0.409
H 0.7581 1.5100 -2.3838 -0.516 1.104 -1.528
H 2.0279 -1.2593 1.6842 -1.542 0.551 0.379
H 0.7155 -0.1568 2.2417 1.065 -1.052 -0.101
```
Forces are in eV/Å.